Formula: C20H16MoN6O8
Source: OMol25
Level of theory: ωB97M-V with the def2-TZVPD basis set

The HOMO-LUMO gap is 5.74 eV. The net charge is +2. The calculation puts the HOMO energy at -15.684 eV. The LUMO energy comes out at -9.94 eV.

Each line ends with the Mulliken charge.
Atoms and positions in Å:
Mo: 0.379 -0.529 -0.055  -0.58
C: -1.132 0.257 2.601  -0.96
N: 0.149 -0.357 2.137  0.20
C: 1.285 0.450 2.685  -0.93
C: 0.210 -1.757 2.653  -0.60
C: -0.656 -2.573 1.752  1.08
C: -1.298 -3.730 2.131  -1.03
C: -2.079 -4.415 1.200  -0.57
C: -2.217 -3.950 -0.107  -0.97
C: -1.575 -2.798 -0.505  -0.47
C: -0.780 -2.091 0.426  2.04
H: -1.153 0.220 3.690  0.39
H: -1.974 -0.304 2.202  0.35
H: -1.173 1.290 2.276  0.29
H: 1.224 0.444 3.775  0.42
H: 1.206 1.473 2.327  0.17
H: 2.236 0.009 2.388  0.39
H: -0.108 -1.784 3.696  0.58
H: 1.246 -2.101 2.607  0.36
H: -1.212 -4.098 3.145  0.53
H: -2.595 -5.317 1.502  0.45
H: -2.832 -4.491 -0.813  0.51
H: -1.676 -2.456 -1.526  0.54
O: -1.426 -0.701 -3.584  -0.39
C: -0.979 -0.057 -2.715  -0.04
O: -0.032 -0.678 -1.801  -0.48
C: -1.183 1.363 -2.373  1.32
C: -1.588 2.222 -3.390  -0.68
C: -1.740 3.558 -3.093  -0.49
C: -1.514 4.069 -1.831  -0.38
C: -1.125 3.207 -0.823  -0.17
C: -0.976 1.849 -1.079  0.12
O: -0.704 0.940 -0.098  -0.21
N: -0.882 3.783 0.516  0.91
O: -0.266 3.092 1.312  -0.56
O: -1.293 4.892 0.716  -0.55
N: -2.161 4.487 -4.173  1.05
O: -2.275 5.649 -3.866  -0.57
O: -2.359 3.990 -5.256  -0.58
H: -1.771 1.858 -4.392  0.65
H: -1.643 5.125 -1.632  0.68
N: 3.983 -2.634 -0.142  -0.34
C: 3.337 -1.487 -0.151  0.94
O: 2.014 -1.539 0.035  -0.42
C: 3.935 -0.236 -0.314  -0.01
C: 5.336 -0.072 -0.457  -0.45
N: 6.470 0.040 -0.604  -0.31
C: 2.964 0.760 -0.344  0.78
N: 1.930 1.293 -0.326  -0.52
H: 3.489 -3.505 -0.030  0.25
H: 4.983 -2.660 -0.292  0.25

Formula: CHClOS
Source: OMol25
Level of theory: ωB97M-V with the def2-TZVPD basis set

The HOMO-LUMO gap is 8.60 eV. The calculation puts the energy relative to the best compared isomer or geometry (same formula, charge and spin) at 286.71 kJ/mol. The calculation puts the HOMO energy at -9.604 eV. The LUMO energy comes out at -1.01 eV.

Each line ends with the Mulliken charge.
Atoms and positions in Å:
C: 0.123 -0.889 1.036  -0.05
O: 2.096 -0.998 -0.474  -0.46
S: 1.478 -1.661 0.659  0.32
Cl: -0.811 -1.139 2.452  -0.08
H: -0.696 0.270 -0.040  0.27

Formula: C4H32N2O12S
Source: OMol25
Level of theory: ωB97M-V with the def2-TZVPD basis set

The HOMO-LUMO gap is 7.19 eV. The net charge is -2. The calculation puts the energy relative to the best compared isomer or geometry (same formula, charge and spin) at 41.96 kJ/mol. The calculation puts the HOMO energy at -2.216 eV. The LUMO energy comes out at 4.98 eV.

Each line ends with the Mulliken charge.
Atoms and positions in Å:
C: -1.773 -0.006 1.048  -0.89
N: -2.941 0.938 1.025  -0.67
C: -0.742 0.284 -0.031  1.99
C: -0.868 -0.555 -1.311  -0.82
S: -2.508 -1.114 -1.794  -0.67
N: 0.643 0.137 0.539  0.30
C: 1.460 1.420 0.509  -0.81
O: 1.928 1.685 -0.706  -0.62
H: -2.223 -0.998 0.852  0.05
H: -1.253 -0.080 2.058  0.34
H: -3.232 1.067 0.066  0.36
H: -2.683 1.794 1.480  0.31
H: -0.897 1.357 -0.397  -0.96
H: -0.246 -1.475 -1.201  0.30
H: -0.316 -0.018 -2.100  0.18
H: 1.225 -0.571 0.054  -0.11
H: 0.848 2.225 0.909  0.24
H: 2.418 1.256 1.020  0.33
H: 3.574 -1.945 0.798  0.36
H: 2.575 -2.389 1.892  0.32
O: 3.404 -1.921 1.781  -0.66
H: 4.230 -2.290 -1.582  0.23
H: 3.067 -1.164 -1.358  0.52
O: 3.624 -1.874 -0.971  -0.72
H: -2.810 2.640 -2.022  0.36
H: -3.354 1.261 -2.257  0.29
O: -3.677 2.094 -1.823  -0.71
H: 1.482 -0.368 -2.499  0.25
H: 2.337 0.753 -1.722  0.36
O: 2.396 -0.160 -2.390  -0.94
H: -0.571 -3.749 -0.327  0.26
H: -2.247 -4.076 -0.496  0.45
O: -1.251 -4.316 -0.014  -0.79
H: 3.273 3.376 0.756  0.30
H: 3.147 3.284 -0.710  0.31
O: 3.321 3.960 0.029  -0.66
H: 1.088 4.480 -1.548  0.29
H: 1.220 2.927 -1.289  0.48
O: 0.605 3.696 -1.641  -0.75
H: -0.320 -2.742 3.099  0.36
H: -0.870 -3.863 2.290  0.35
O: -0.449 -3.628 3.117  -0.67
H: 0.140 -0.591 2.501  0.33
H: 1.403 -0.999 3.222  0.26
O: 0.430 -0.968 3.315  -0.85
H: -3.769 -3.330 0.114  0.35
H: -3.340 -2.785 -1.322  0.29
O: -3.604 -3.733 -0.717  -0.76
H: -1.916 3.176 -0.024  0.32
H: -0.517 3.856 -0.111  0.35
O: -1.459 4.043 -0.111  -0.71

Formula: C2H4N2S3
Source: OMol25
Level of theory: ωB97M-V with the def2-TZVPD basis set

As for the SMILES: NC(=S)N(S)C=S. The HOMO-LUMO gap is 7.96 eV. The calculation puts the energy relative to the best compared isomer or geometry (same formula, charge and spin) at 199.55 kJ/mol. The calculation puts the HOMO energy at -8.882 eV. The LUMO energy comes out at -0.92 eV.

Each line ends with the Mulliken charge.
Atoms and positions in Å:
N: 1.181 -1.323 0.331  -0.50
C: 1.097 0.087 0.056  0.46
S: 2.482 0.958 -0.287  -0.36
N: -0.107 0.658 -0.021  -0.02
S: -0.594 2.387 0.100  -0.02
C: -1.091 -0.148 -0.295  -0.46
S: -2.776 0.042 -0.182  -0.33
H: 2.065 -1.771 -0.135  0.24
H: 0.348 -2.054 0.730  0.33
H: -1.854 2.183 0.509  0.14
H: -0.751 -1.020 -0.806  0.51

Formula: C3H9NOSi
Source: OMol25
Level of theory: ωB97M-V with the def2-TZVPD basis set

As for the SMILES: C/[SiH]=N/O.C=C. The HOMO-LUMO gap is 9.09 eV. The calculation puts the energy relative to the best compared isomer or geometry (same formula, charge and spin) at 493.91 kJ/mol. The calculation puts the HOMO energy at -8.558 eV. The LUMO energy comes out at 0.53 eV.

Each line ends with the Mulliken charge.
Atoms and positions in Å:
C: 0.950 -1.803 -0.317  -0.94
Si: 1.266 -0.100 0.435  0.29
N: 1.977 1.041 -0.436  -0.16
O: 2.695 2.159 0.056  -0.36
H: 0.981 -1.786 -1.417  0.30
H: 1.671 -2.479 0.243  0.29
H: -0.056 -2.131 -0.193  0.35
H: 0.954 -0.292 1.771  -0.10
H: 2.509 2.318 1.010  0.30
C: -2.028 0.795 0.459  -0.50
C: -2.217 0.247 -0.700  -0.55
H: -2.972 0.674 1.038  0.18
H: -1.098 1.250 0.643  0.37
H: -1.499 0.258 -1.617  0.24
H: -3.133 -0.150 -0.974  0.26

Formula: C19H29AsN4OS3Zr
Source: OMol25
Level of theory: ωB97M-V with the def2-TZVPD basis set

The HOMO-LUMO gap is 6.21 eV. The net charge is +4. The calculation puts the energy relative to the best compared isomer or geometry (same formula, charge and spin) at 0.00 kJ/mol. The calculation puts the HOMO energy at -20.010 eV. The LUMO energy comes out at -13.80 eV.

Each line ends with the Mulliken charge.
Atoms and positions in Å:
Zr: -0.027 1.141 -0.407  1.73
N: 2.827 0.719 -2.772  -0.24
C: 2.985 1.517 -1.700  0.23
N: 1.954 1.877 -0.903  -0.45
C: 2.407 2.784 0.091  -0.16
C: 3.740 2.982 0.091  -0.26
S: 4.504 2.132 -1.206  0.05
C: 1.386 3.436 0.906  0.07
C: 1.529 4.433 1.813  -0.48
S: 0.000 5.003 2.345  0.02
C: -0.781 3.881 1.335  0.35
N: 0.055 3.062 0.666  -0.25
N: -2.143 3.795 1.171  -0.45
H: 1.998 0.824 -3.339  0.23
H: 3.650 0.488 -3.316  0.29
H: 4.328 3.613 0.740  0.47
H: 2.436 4.895 2.172  0.46
H: -2.690 4.300 1.861  0.30
H: -2.456 4.035 0.236  0.26
C: -3.981 1.746 -2.173  -1.01
S: -2.816 0.412 -1.965  0.48
O: -1.409 1.170 -1.804  -0.65
C: -2.989 -0.157 -0.291  0.65
C: -2.368 0.558 0.758  -0.43
C: -2.481 0.054 2.055  -0.75
C: -3.188 -1.125 2.295  -0.75
C: -3.799 -1.799 1.250  -0.72
C: -3.678 -1.334 -0.066  -0.66
H: -4.169 2.266 -1.237  0.31
H: -4.891 1.270 -2.551  0.46
H: -3.568 2.393 -2.950  0.47
H: -2.148 1.636 0.666  1.20
H: -2.069 0.609 2.890  0.56
H: -3.291 -1.493 3.308  0.53
H: -4.374 -2.696 1.441  0.48
H: -4.137 -1.886 -0.879  0.54
C: 0.212 -2.799 2.478  -1.25
C: -0.133 -2.820 0.995  -0.53
As: 0.815 -1.455 -0.040  0.44
C: 0.452 -1.876 -1.930  -0.13
C: 1.374 -2.939 -2.531  -1.46
C: 2.718 -1.617 0.432  -0.51
C: 3.286 -3.034 0.361  -1.26
H: -0.340 -3.585 2.992  0.42
H: -0.050 -1.847 2.945  0.29
H: 1.271 -2.988 2.657  0.34
H: -1.201 -2.684 0.817  0.29
H: 0.150 -3.768 0.526  0.58
H: 0.492 -0.965 -2.543  0.35
H: -0.592 -2.210 -1.929  0.54
H: 2.397 -2.571 -2.611  0.33
H: 1.032 -3.196 -3.532  0.43
H: 1.377 -3.853 -1.938  0.36
H: 2.765 -1.230 1.455  0.53
H: 3.283 -0.926 -0.199  0.32
H: 2.668 -3.757 0.896  0.32
H: 4.267 -3.043 0.834  0.42
H: 3.411 -3.377 -0.664  0.32